This record from the OMol25 dataset describes a cluster of 4 separate species, C5H20N2O4 in total at a distorted geometry. The level of theory is ωB97M-V/def2-TZVPD.

Energy above the lowest of the compared OMol25 structures with the same formula, charge and spin in kcal per mole: 25.7
Total energy in eV: -16678.845
Multiplicity: 1
HOMO-LUMO gap in eV: 8.986
SMILES: NCCC[C@H](N)CO.O.O.O

```
31
Properties=species:S:1:pos:R:3:forces:R:3
O -2.5282 0.6930 -3.1634 -0.088 -0.551 0.404
H -1.4145 2.2676 -0.0711 -0.062 -0.288 -0.049
O -3.0761 0.2682 1.0562 0.760 0.122 -0.576
H 2.2271 -0.5191 -1.4868 -0.098 0.296 0.517
H 0.2195 -1.9689 0.1677 0.218 -0.031 0.174
O 1.4680 -2.4011 2.9101 -0.022 0.002 -0.561
H 1.4746 -1.7660 3.6314 -0.092 -0.449 0.266
H -0.4335 2.4636 -1.5011 0.213 -0.329 -0.064
H -3.3961 0.4243 -2.8347 -0.003 0.239 -0.188
C 0.1887 0.8293 -0.1554 0.852 -0.495 1.604
H -1.3753 -0.4466 -0.6412 -0.107 -0.297 -0.185
H 0.7630 -0.1613 1.5678 -0.318 -0.046 0.019
N 0.1403 0.5956 1.3098 -0.299 0.425 -0.041
H -1.9452 0.0893 -2.6723 -0.179 0.362 -0.337
H 2.2643 -2.1971 0.9094 0.248 0.443 0.519
N 2.7455 -1.5500 0.3027 -0.158 0.335 -0.828
H -3.2869 -0.5935 1.4176 -0.503 0.201 0.301
H 1.2530 -3.2916 3.2084 0.020 0.395 0.439
H 0.7815 2.7815 0.9743 -0.199 -0.001 0.111
H -0.8034 0.4454 1.6464 0.007 -0.224 -0.032
C -0.3463 -0.3292 -0.9903 -0.262 1.208 0.035
H 2.9250 -0.6410 0.7054 -0.209 -0.250 0.472
C 0.4605 -1.6008 -0.8332 0.093 -0.643 0.294
H 1.2692 0.9298 -0.2038 0.302 0.042 -1.183
O 0.3803 3.2017 0.2020 0.251 -0.022 -0.111
H -0.3908 0.1177 -1.9849 0.348 -0.601 -0.407
H 2.4703 -2.1390 -1.6240 -0.734 -0.530 -0.033
H 0.1501 -2.4402 -1.4619 -0.274 0.404 -0.348
C 1.9781 -1.4366 -0.9417 1.113 -0.075 -0.829
H -3.6767 0.9581 1.3420 -0.302 -0.351 0.309
C -0.3843 2.1922 -0.4448 -0.516 0.708 0.306
```
Positions in Å, forces in eV/Å.